# 1
18
Properties=species:S:1:pos:R:3:forces:R:3 method="wB97M-V/def2-TZVPD" fmax_ha_per_bohr=0.0531 multiplicity=2 orbital_gap_ev="9.0 / 5.5" relative_energy_kj_mol=67.3 lumo_energy_ev="-10.1439 / -13.5657" homo_energy_ev="-19.116 / -19.114" total_charge=+2
C 2.13602 -1.30777 -0.77964 -0.761 0.613 1.652
C 0.99171 -0.35900 -0.72540 -0.165 -1.905 -1.951
C 1.09468 1.02882 -0.74039 1.091 0.438 -0.674
N -0.28820 -0.96148 -1.04892 0.244 1.071 0.261
H 1.69563 -2.27223 -0.55710 0.480 -0.558 -0.124
H 2.66192 -1.33163 -1.74256 -0.223 0.164 -0.311
H 2.90254 -1.05506 -0.03468 -0.032 0.045 -0.099
H 0.36843 1.68603 -1.21779 -0.208 -0.012 0.494
H 2.11036 1.39559 -0.58589 -0.321 0.349 0.356
H -0.24801 -1.95893 -1.26062 0.127 -0.103 -0.002
H -0.71876 -0.46496 -1.84217 -0.158 -0.107 0.057
H -1.04522 -0.78287 -0.15764 -0.375 -0.050 0.913
H -1.78217 0.54059 1.19559 -0.401 -0.142 -0.079
H -2.11351 -0.84799 1.74523 0.114 -0.503 -0.451
O -1.80792 -0.42347 0.92428 0.376 0.893 0.104
H -2.70616 2.45998 2.57791 -0.328 -0.005 0.059
H -1.22106 2.54534 2.25760 0.204 0.303 0.233
O -2.03027 2.10901 1.99220 0.335 -0.493 -0.441


# 2
63
Properties=species:S:1:pos:R:3:forces:R:3 method="wB97M-V/def2-TZVPD" fmax_ha_per_bohr=0.1707 orbital_gap_ev=9.0 relative_energy_kj_mol=1762.1 lumo_energy_ev=0.3724 homo_energy_ev=-8.607
C 2.78268 1.16454 -1.37148 2.190 0.317 0.429
C 2.35060 0.54861 -2.68251 1.806 2.026 -0.857
O 1.00123 0.23505 -2.54493 -3.590 5.034 -6.082
H 2.68203 0.45340 -0.55157 0.388 0.127 -0.041
H 2.27489 2.08313 -1.07749 0.270 -0.372 -0.648
H 3.82622 1.47326 -1.43350 0.261 -0.231 -0.025
H 2.84793 -0.37799 -2.96918 0.318 0.418 0.027
H 2.42480 1.36039 -3.40612 0.437 -0.438 -0.613
H 0.59091 1.09190 -2.68299 -0.748 0.282 -0.056
C -0.10846 -0.83420 0.47123 -0.108 -2.564 -1.974
C 0.11463 -1.44285 -0.94138 3.225 1.544 1.439
O 1.47555 -1.19107 -1.26587 0.329 -5.291 2.588
H 0.26715 0.18150 0.59527 1.498 -2.925 -1.934
H 0.39152 -1.42292 1.24034 -2.805 0.668 -0.831
H -1.13140 -0.64898 0.79893 1.300 -3.371 -3.147
H -0.53859 -0.84517 -1.57712 0.238 -0.479 -0.665
H -0.11543 -2.50823 -0.92866 0.860 0.069 -0.701
H 1.46877 -0.28797 -1.59138 -0.742 -1.657 2.625
C 1.96591 -2.13984 1.11064 2.692 -1.525 1.963
C 2.96983 -2.49039 2.22096 -0.078 1.010 -1.323
O 3.45274 -3.80792 2.19387 0.124 -0.570 0.264
H 2.35508 -2.17323 0.09303 0.098 -0.101 0.635
H 1.61722 -1.13671 1.35612 2.050 -0.355 -0.083
H 1.08711 -2.78059 1.18292 0.408 -0.487 0.029
H 2.54265 -2.20003 3.18081 0.013 -0.210 0.323
H 3.86132 -1.89294 2.03016 -0.127 0.774 0.220
H 4.35840 -3.66134 2.47652 0.104 -0.867 0.016
C -1.20586 3.02604 2.23974 -0.174 1.670 0.200
C -1.64222 1.64713 2.65962 -0.959 1.456 -2.247
C -1.04114 0.53500 1.76056 -5.232 1.871 6.793
O -1.29656 1.47436 3.93193 1.599 -1.412 4.107
H -1.64999 3.36415 1.30350 -0.441 -0.580 0.571
H -0.12958 3.19273 2.19571 -0.129 -0.321 0.239
H -1.57303 3.78425 2.93139 -0.208 -0.182 0.532
H -2.71349 1.84210 2.70924 -0.768 -1.252 -1.177
H 0.02159 0.43938 1.98318 -0.801 0.261 1.269
H -1.23481 0.71338 0.70284 -1.897 0.455 2.115
H -1.32748 -0.47634 2.04921 -1.455 0.869 1.657
H -1.88778 1.97178 4.50170 0.171 -0.036 0.115
C 0.28674 3.58510 -1.56175 -0.195 -0.645 -0.812
C 0.21263 3.29849 -0.09367 0.089 -0.414 -0.596
C 0.25141 1.81526 0.18323 0.723 1.771 -1.678
O 1.37806 3.80153 0.50918 0.523 1.107 0.736
H -0.58142 3.10489 -2.01319 -0.185 0.125 -0.304
H 1.16223 3.05494 -1.93668 -0.036 0.412 -0.362
H 0.33314 4.62191 -1.89484 -0.025 0.035 0.392
H -0.70936 3.67890 0.34602 1.035 0.628 -1.029
H 1.25517 1.42040 0.02625 -0.780 0.541 0.156
H -0.45913 1.26571 -0.43421 0.325 0.507 -1.202
H -0.14311 1.48287 1.14342 2.473 3.410 -1.495
H 1.11115 4.31970 1.27198 0.309 0.156 0.064
C -2.36840 -1.99427 -0.78034 -1.212 -1.740 1.422
C -2.66224 -3.27698 -1.60720 1.707 2.505 -1.333
C -4.10722 -3.50428 -1.85329 -0.818 0.852 -0.495
O -1.97007 -3.02343 -2.88827 -0.550 -1.514 0.152
H -1.34160 -1.86277 -0.43902 -2.768 -1.294 -0.097
H -2.92665 -2.16241 0.14064 -0.407 0.609 0.277
H -2.59135 -1.02532 -1.22703 -0.756 -0.239 -0.367
H -2.30230 -4.17267 -1.10096 0.816 0.080 -0.098
H -4.57757 -3.45573 -0.87119 -0.466 -0.364 -0.156
H -4.37578 -4.38272 -2.44006 0.316 -0.344 0.446
H -4.47637 -2.68352 -2.46824 -0.179 0.283 0.189
H -1.53282 -2.16897 -2.90600 -0.055 -0.089 0.438


# 3
62
Properties=species:S:1:pos:R:3:forces:R:3 method="wB97M-V/def2-TZVPD" fmax_ha_per_bohr=0.0507 orbital_gap_ev=7.0 relative_energy_kj_mol=135.6 lumo_energy_ev=-3.6159 homo_energy_ev=-10.637 total_charge=+1
Ta -0.10311 1.67919 -0.90866 -1.150 0.352 -1.735
Br -3.45421 7.37929 -2.88196 -0.106 0.038 -0.100
C -2.30031 6.17359 -2.03196 0.064 0.037 0.072
C -1.49261 6.61029 -0.98196 -0.015 -0.140 -0.017
Br -1.57971 8.38439 -0.39376 0.038 0.133 0.027
C -0.63061 5.72009 -0.33906 0.159 -0.276 0.082
Br 0.51619 6.25709 1.04114 0.048 -0.136 0.085
C -0.60711 4.38939 -0.73396 -1.302 1.415 -1.108
O 0.11059 3.42159 -0.20336 1.537 0.816 0.836
C -1.40861 3.95119 -1.81346 -0.067 2.138 0.652
O -1.22761 2.65859 -2.08276 -0.193 -0.743 -0.573
C -2.25601 4.84409 -2.45676 0.104 -0.403 0.038
Br -3.34451 4.21979 -3.84506 0.028 -0.222 -0.098
C 0.08389 -4.31391 4.27834 -0.018 -0.081 0.098
C 0.07079 -2.95791 3.66164 -0.002 0.173 -0.225
C 0.50819 -2.77271 2.35094 -0.081 0.101 0.086
C 0.48699 -1.51951 1.76974 0.105 0.029 -0.161
C 0.04629 -0.43861 2.51384 0.128 0.338 -0.471
C -0.38641 -0.59331 3.82154 -0.019 0.321 0.085
C -0.37841 -1.85361 4.38664 0.024 0.062 -0.123
S 0.07849 1.14899 1.73294 -0.933 -0.676 2.337
O 1.09289 1.03549 0.64084 1.000 0.149 0.197
O 0.27529 2.20589 2.65134 0.104 -0.092 0.294
N -1.25211 1.36889 0.83544 1.267 0.421 0.498
C -2.20701 0.41849 0.57964 -1.485 -1.360 -0.219
C -3.05431 -0.17921 1.51354 0.271 0.317 -0.154
C -4.02051 -1.05051 1.04864 0.109 0.033 -0.154
C -4.11911 -1.30111 -0.31536 0.096 0.037 0.019
C -3.23021 -0.67201 -1.16956 -0.053 -0.057 -0.094
N -2.28771 0.15719 -0.73046 0.416 0.601 0.479
H 0.48899 -5.04791 3.58794 0.017 -0.111 0.041
H -0.92701 -4.60971 4.55564 -0.036 -0.078 0.021
H 0.68299 -4.30961 5.18704 0.049 -0.074 0.054
H 0.88469 -3.61461 1.78984 0.015 -0.102 -0.068
H 0.84159 -1.35571 0.76154 0.037 -0.193 -0.026
H -0.69591 0.27559 4.38104 -0.069 0.071 0.154
H -0.70891 -1.98421 5.40724 -0.019 0.012 0.065
H -2.96451 0.06979 2.55744 -0.032 0.021 0.142
H -4.70291 -1.51611 1.74394 -0.046 -0.044 0.033
H -4.87221 -1.96771 -0.70466 -0.033 -0.019 -0.061
H -3.25691 -0.82571 -2.23856 -0.061 -0.048 -0.087
C 0.79579 -4.89911 -1.86696 -0.318 -0.193 -0.031
O 2.07809 -4.30641 -1.76766 0.345 0.162 0.003
C 2.19569 -2.97981 -1.79356 0.190 0.631 0.016
C 3.50709 -2.45941 -1.72616 -0.086 -0.267 -0.021
C 3.72319 -1.11141 -1.74676 -0.249 0.041 -0.045
C 2.65769 -0.18511 -1.81146 -0.752 -0.380 0.123
C 2.88179 1.23599 -1.86766 0.289 -0.035 -0.145
C 4.27909 1.75349 -2.02106 -0.191 0.256 -0.106
O 1.95519 2.07759 -1.81146 -0.938 -0.087 0.741
C 1.33189 -0.70981 -1.83636 1.754 -0.800 -0.147
O 0.28729 0.09769 -1.78146 0.295 -2.131 -1.312
C 1.12729 -2.08991 -1.85646 -0.434 0.118 -0.057
H 0.96419 -5.97301 -1.81916 -0.031 0.103 -0.003
H 0.31569 -4.65141 -2.81666 0.045 0.033 0.034
H 0.15149 -4.59501 -1.03726 0.043 0.009 -0.021
H 4.32729 -3.15621 -1.67136 0.110 -0.068 0.021
H 4.73859 -0.75051 -1.69436 0.062 0.028 -0.031
H 4.83519 1.55279 -1.10516 0.049 -0.039 0.040
H 4.25359 2.82849 -2.18316 -0.036 -0.040 0.020
H 4.78909 1.26929 -2.85066 0.045 -0.046 -0.003
H 0.10539 -2.43321 -1.90186 -0.088 -0.055 0.010


# 4
70
Properties=species:S:1:pos:R:3:forces:R:3 method="wB97M-V/def2-TZVPD" fmax_ha_per_bohr=0.0570 orbital_gap_ev="4.9 / 4.7" relative_energy_kj_mol=17.6 lumo_energy_ev="-12.0070 / -11.7598" homo_energy_ev="-16.919 / -16.477" total_charge=+3
Sc -0.45583 0.38986 -0.27299 -1.285 0.352 2.612
P 1.32547 -0.84036 1.48670 0.946 -0.146 0.115
P 1.43278 2.34508 -0.41929 1.035 0.852 -0.833
P -1.17876 -2.25025 -0.53802 -0.092 -1.062 -0.560
H -0.94371 2.41587 -8.51130 -0.439 -0.060 -0.073
C -1.86243 1.84611 -8.34470 0.295 0.048 0.042
C -2.82234 2.26762 -7.51555 -0.369 0.080 0.109
H -2.82308 3.26045 -7.04493 0.210 -0.545 -0.103
C 2.73454 -1.71386 0.70655 -0.133 0.102 -0.133
C 2.19188 0.33988 2.58569 -0.077 0.316 -0.061
C 0.71151 -2.05310 2.71107 -0.541 -0.160 0.022
C 0.83297 3.46746 -1.73241 -0.417 -0.092 -0.078
C 1.83681 3.53903 0.89461 -0.276 -0.087 0.689
C 3.09606 1.90583 -1.07883 -0.330 -0.377 0.233
C -2.42447 -2.31324 -1.87446 -0.148 0.339 -0.067
C -2.00617 -3.28535 0.72402 -0.192 0.285 0.441
C 0.10922 -3.38652 -1.19200 0.101 0.294 -0.013
H -1.97903 0.93079 -8.92320 0.075 0.073 0.207
H -3.70319 1.64064 -7.32037 0.215 0.545 -0.463
H 3.44162 -2.02251 1.48512 -0.086 0.029 -0.203
H 3.22855 -1.04367 -0.00589 0.031 -0.141 0.165
H 2.38634 -2.59264 0.15384 0.124 0.158 0.172
H 2.82520 -0.22268 3.28742 -0.161 0.170 -0.205
H 1.45406 0.92552 3.15553 0.277 -0.175 -0.107
H 2.81866 1.03231 2.00682 -0.114 -0.252 0.212
H 1.35109 -2.94714 2.71533 -0.159 0.273 0.007
H -0.31991 -2.35280 2.47896 0.370 0.042 0.235
H 0.72732 -1.59857 3.71238 -0.039 -0.164 -0.315
H 1.40852 4.40162 -1.73822 -0.081 -0.261 -0.011
H -0.22265 3.69397 -1.53770 0.203 0.128 -0.112
H 0.89790 2.98345 -2.71430 0.041 0.136 0.182
H 2.79542 4.04133 0.70206 -0.285 -0.205 -0.089
H 1.89354 3.02027 1.85845 0.068 0.312 -0.141
H 1.04613 4.29800 0.96025 0.167 -0.199 -0.004
H 3.66144 2.80722 -1.34113 -0.180 -0.155 0.070
H 2.96065 1.28001 -1.96519 0.154 0.087 0.004
H 3.65469 1.32589 -0.33766 0.027 0.130 -0.116
H -2.90935 -3.29673 -1.88335 0.139 0.230 -0.111
H -1.95862 -2.11713 -2.84714 -0.102 -0.028 0.153
H -3.18289 -1.54080 -1.69344 0.012 -0.210 -0.172
H -2.72408 -3.96374 0.24421 0.258 0.171 0.091
H -2.55195 -2.63240 1.41771 0.027 -0.293 -0.040
H -1.28353 -3.88232 1.29193 -0.155 0.174 -0.139
H -0.33840 -4.17272 -1.81258 0.059 0.161 0.206
H 0.67434 -3.84862 -0.37448 -0.153 0.074 -0.179
H 0.79861 -2.79343 -1.80233 0.010 -0.264 -0.039
C -1.01792 0.72014 -3.35003 -0.865 0.211 1.473
C 0.12900 0.25863 -4.01876 0.644 -0.873 -0.841
C 0.00476 -0.26194 -5.29296 1.144 0.310 0.727
C -1.25247 -0.32437 -5.90733 0.522 0.025 -0.827
C -2.33065 0.34370 -5.31590 -1.106 1.281 1.009
C -2.21140 0.93881 -4.07085 -0.424 -0.579 -0.553
O -1.01399 0.87247 -2.03139 0.004 0.124 -2.140
H 0.97832 -0.34421 -1.33284 0.970 -0.423 -0.251
H 1.06519 0.24202 -3.46331 -0.029 0.035 -0.305
H 0.89946 -0.58638 -5.82305 -0.292 -0.176 0.143
H -1.35110 -0.81498 -6.87806 -0.085 0.149 0.340
H -3.24972 0.47086 -5.87876 0.117 -0.410 0.358
H -3.01698 1.47137 -3.56650 0.057 -0.224 -0.293
C -1.89976 2.03433 3.76189 0.094 0.150 -0.036
N -3.02186 1.42823 3.04262 -0.061 -0.355 -0.682
C -2.92539 0.89908 1.82612 -0.354 -0.066 -0.197
N -4.00180 0.33492 1.22820 0.621 0.221 0.289
O -1.81789 0.89884 1.17524 0.344 -0.203 -0.259
H -0.98374 1.75429 3.23592 -0.165 0.104 0.207
H -1.86059 1.67677 4.79130 -0.083 -0.111 -0.157
H -1.98937 3.12363 3.78647 -0.029 -0.154 -0.103
H -3.94842 1.42214 3.44772 0.182 0.130 0.243
H -3.87838 -0.03785 0.29535 -0.241 0.193 0.363
H -4.91192 0.31516 1.66172 0.004 -0.046 -0.110